(1)
71
Properties=species:S:1:pos:R:3 method="wB97M-V/def2-TZVPD" total_charge=+2 homo_lumo_gap_ev=6.888 relative_energy_kj_mol=0.0 multiplicity=1
Au 0.19 1.82 -1.46
I -1.98 -1.03 -1.22
S -2.78 2.46 -0.04
S -0.69 3.80 1.13
P -0.95 -1.43 1.11
F -4.58 3.46 -1.64
F -3.78 4.87 -0.21
F -1.84 5.47 2.78
F -0.86 3.79 3.74
F 0.33 5.39 2.89
F -2.61 4.28 -1.94
O -0.66 4.78 0.09
O 0.42 2.88 1.22
O -1.84 1.83 -1.02
O -3.87 1.59 0.26
N -2.08 3.01 1.21
N 2.03 1.67 -2.30
C 4.31 1.93 -3.55
C -0.78 4.68 2.75
C -3.49 3.89 -1.04
C -3.64 0.39 3.42
C -2.23 -3.13 -1.22
C 4.54 0.66 -4.38
C -2.27 -5.15 0.08
C -2.85 1.08 4.32
C -1.98 -3.77 0.00
C 5.41 2.12 -2.50
C -1.50 -3.11 1.17
C 3.52 -1.22 0.45
C 1.47 -2.47 0.48
C 3.03 1.79 -2.85
C -0.85 0.33 3.22
C -2.71 -3.77 -2.33
C 2.84 -0.06 0.79
C -1.64 -5.16 2.42
C 2.84 -2.42 0.28
C -3.06 -0.34 2.41
C -1.66 -0.35 2.29
C 1.47 -0.09 0.99
C -1.35 -3.79 2.36
C -2.95 -5.16 -2.24
C -2.75 -5.83 -1.08
C 4.20 3.17 -4.46
C -1.46 1.05 4.23
C 0.79 -1.31 0.84
C -2.08 -5.82 1.31
H -3.68 -0.86 1.69
H -3.31 1.66 5.11
H 4.59 -1.19 0.31
H 5.49 1.24 -1.86
H -0.99 -3.28 3.24
H 0.94 -3.41 0.37
H -2.91 -3.25 -3.25
H -3.32 -5.67 -3.12
H 3.41 3.06 -5.20
H 6.36 2.25 -3.01
H -2.31 -6.88 1.36
H 5.15 3.28 -4.99
H 4.61 -0.22 -3.75
H 3.37 0.87 0.92
H 0.95 0.82 1.25
H -1.52 -5.68 3.36
H 5.49 0.77 -4.92
H 5.23 3.00 -1.88
H 0.22 0.29 3.16
H -4.72 0.43 3.49
H 3.38 -3.32 0.01
H -2.96 -6.88 -1.01
H -0.85 1.58 4.94
H 3.75 0.51 -5.12
H 4.02 4.07 -3.88

(2)
18
Properties=species:S:1:pos:R:3 method="wB97M-V/def2-TZVPD" total_charge=0 homo_lumo_gap_ev=8.313 relative_energy_kj_mol=593.5 multiplicity=1
O 1.63 1.07 -0.67
N -0.99 -0.59 -0.12
C 2.61 0.51 0.15
C 0.10 -0.46 0.88
C -0.68 0.44 -1.11
C 0.79 0.21 -1.12
C -2.31 -0.50 0.45
H 3.14 -0.32 -0.33
H -1.20 0.28 -2.06
H 0.09 -1.36 1.52
H -2.50 0.47 0.96
H 1.38 -0.24 0.77
H -3.07 -0.63 -0.33
H 3.28 1.31 0.50
H -0.09 0.42 1.52
H 1.16 -0.77 -1.44
H -2.44 -1.30 1.19
H -0.89 1.47 -0.75

(3)
66
Properties=species:S:1:pos:R:3 method="wB97M-V/def2-TZVPD" total_charge=+1 homo_lumo_gap_ev="8.262 / 5.893" relative_energy_kj_mol=0.0 multiplicity=3
Au -0.80 0.74 0.99
I 1.46 -4.27 3.24
F -4.35 -5.17 -1.11
O -1.82 2.09 -0.44
O -2.13 -0.94 0.70
O 0.89 2.40 0.99
O -2.87 0.59 2.07
O -2.39 -6.40 0.44
O 1.22 -1.75 -0.67
O -2.30 -2.79 3.22
N 1.10 0.39 0.08
N -0.09 -0.33 2.73
N -3.86 -2.82 1.56
N 2.91 1.86 0.03
N -2.44 -4.63 1.88
C 1.76 -0.67 -0.51
C 0.38 -1.57 2.53
C 0.78 -2.35 3.60
C 3.64 0.87 -0.61
C -1.30 2.73 -1.36
C 0.68 -1.84 4.88
C -4.16 -1.44 1.88
C 3.14 -0.34 -0.87
C -2.85 -5.33 0.74
C 1.03 0.65 -3.43
C 0.64 4.70 -2.06
C 1.87 2.89 -3.27
C 2.02 1.58 -3.72
C -3.00 -0.53 1.54
C -4.33 -3.41 0.40
C 1.63 1.58 0.38
C -3.88 -4.60 -0.01
C 3.22 1.17 -4.53
C 0.77 3.27 -2.53
C -0.08 0.97 -2.65
C -2.83 -3.38 2.29
C -0.20 0.18 3.96
C -0.19 2.30 -2.19
C 3.45 3.18 0.31
C -1.11 -0.10 -2.40
C 0.19 -0.55 5.06
H -4.35 -1.33 2.95
H -1.22 -0.71 -3.30
H -0.61 1.17 4.04
H -0.25 5.18 -2.49
H 4.65 1.15 -0.86
H -5.09 -2.88 -0.14
H 2.63 3.62 -3.51
H 0.43 -1.92 1.51
H -0.78 -0.77 -1.61
H 3.73 -1.10 -1.35
H -5.05 -1.12 1.34
H 0.56 4.77 -0.97
H -1.69 -5.05 2.41
H -2.08 0.30 -2.14
H -1.72 3.72 -1.54
H 2.91 0.74 -5.48
H 1.12 -0.36 -3.81
H 1.50 5.28 -2.38
H 4.50 3.20 0.02
H 0.09 -0.13 6.05
H 3.87 2.02 -4.73
H 2.91 3.94 -0.24
H 3.37 3.40 1.38
H 0.98 -2.43 5.73
H 3.79 0.41 -4.00

(4)
57
Properties=species:S:1:pos:R:3 method="wB97M-V/def2-TZVPD" total_charge=0 homo_lumo_gap_ev=8.533 relative_energy_kj_mol=192.4 multiplicity=1
O 0.43 0.47 -6.13
O 4.52 2.44 3.74
O -3.17 0.02 0.53
O -1.49 -2.47 0.37
N -1.92 0.04 -1.36
N -0.57 -0.86 1.66
N -1.51 0.68 -4.07
C 0.34 1.62 -5.33
C -0.01 -0.66 -5.42
C -2.09 0.04 -0.03
C -2.82 0.86 -3.46
C -0.81 0.18 0.76
C 3.40 2.24 2.99
C 2.51 3.23 2.60
C 2.05 0.61 1.86
C -1.62 -5.04 3.72
C -0.59 -4.92 4.63
C 0.22 -2.97 3.49
C -0.07 1.30 0.70
C -0.82 -3.07 2.57
C -1.44 -0.49 -4.92
C 3.16 0.92 2.60
C 4.83 3.75 4.15
C -1.09 1.85 -4.83
C 0.33 -3.89 4.51
C 1.13 1.59 1.48
C -1.01 -2.13 1.43
C -1.73 -4.12 2.68
C -3.01 -0.11 -2.29
C 1.40 2.91 1.84
H 5.00 4.41 3.30
H 0.07 -1.50 -6.11
H -2.52 -4.20 1.95
H 2.68 4.27 2.87
H 0.97 -2.19 3.40
H -2.12 -0.40 -5.79
H -1.75 2.03 -5.70
H 1.01 1.52 -4.46
H -0.11 -0.63 2.53
H -1.72 -1.38 -4.35
H -0.99 0.01 -1.76
H 0.72 3.69 1.55
H 3.87 0.16 2.88
H 4.04 4.16 4.79
H 0.66 -0.84 -4.56
H -2.33 -5.84 3.80
H 5.75 3.67 4.73
H -3.07 -1.14 -2.64
H -3.93 0.12 -1.75
H -3.64 0.73 -4.18
H -2.87 1.88 -3.07
H -0.42 2.09 0.05
H 0.67 2.46 -5.95
H 1.15 -3.80 5.22
H 1.91 -0.41 1.52
H -0.49 -5.63 5.44
H -1.12 2.73 -4.18

Please write out number 3 again, unchanged.
66
Properties=species:S:1:pos:R:3 method="wB97M-V/def2-TZVPD" total_charge=+1 homo_lumo_gap_ev="8.262 / 5.893" relative_energy_kj_mol=0.0 multiplicity=3
Au -0.80 0.74 0.99
I 1.46 -4.27 3.24
F -4.35 -5.17 -1.11
O -1.82 2.09 -0.44
O -2.13 -0.94 0.70
O 0.89 2.40 0.99
O -2.87 0.59 2.07
O -2.39 -6.40 0.44
O 1.22 -1.75 -0.67
O -2.30 -2.79 3.22
N 1.10 0.39 0.08
N -0.09 -0.33 2.73
N -3.86 -2.82 1.56
N 2.91 1.86 0.03
N -2.44 -4.63 1.88
C 1.76 -0.67 -0.51
C 0.38 -1.57 2.53
C 0.78 -2.35 3.60
C 3.64 0.87 -0.61
C -1.30 2.73 -1.36
C 0.68 -1.84 4.88
C -4.16 -1.44 1.88
C 3.14 -0.34 -0.87
C -2.85 -5.33 0.74
C 1.03 0.65 -3.43
C 0.64 4.70 -2.06
C 1.87 2.89 -3.27
C 2.02 1.58 -3.72
C -3.00 -0.53 1.54
C -4.33 -3.41 0.40
C 1.63 1.58 0.38
C -3.88 -4.60 -0.01
C 3.22 1.17 -4.53
C 0.77 3.27 -2.53
C -0.08 0.97 -2.65
C -2.83 -3.38 2.29
C -0.20 0.18 3.96
C -0.19 2.30 -2.19
C 3.45 3.18 0.31
C -1.11 -0.10 -2.40
C 0.19 -0.55 5.06
H -4.35 -1.33 2.95
H -1.22 -0.71 -3.30
H -0.61 1.17 4.04
H -0.25 5.18 -2.49
H 4.65 1.15 -0.86
H -5.09 -2.88 -0.14
H 2.63 3.62 -3.51
H 0.43 -1.92 1.51
H -0.78 -0.77 -1.61
H 3.73 -1.10 -1.35
H -5.05 -1.12 1.34
H 0.56 4.77 -0.97
H -1.69 -5.05 2.41
H -2.08 0.30 -2.14
H -1.72 3.72 -1.54
H 2.91 0.74 -5.48
H 1.12 -0.36 -3.81
H 1.50 5.28 -2.38
H 4.50 3.20 0.02
H 0.09 -0.13 6.05
H 3.87 2.02 -4.73
H 2.91 3.94 -0.24
H 3.37 3.40 1.38
H 0.98 -2.43 5.73
H 3.79 0.41 -4.00